# 1
Molecular formula: C4H10NO
Method: DFT, ωB97M-V with the def2-TZVPD basis set

The geometry in XYZ format:
```
16
Properties=species:S:1:pos:R:3:forces:R:3:mulliken_charge:R:1
C -1.130 0.264 1.484 -0.3849 -0.2406 1.9322 -0.33
C -1.374 0.182 0.050 -1.2193 1.8241 -0.0925 0.18
C -2.411 -0.692 -0.584 -0.5747 -0.6428 -0.5658 -1.11
C 2.821 0.543 -0.017 -0.2176 -0.2815 -1.4719 0.01
N 2.949 -0.215 -1.078 -2.1549 1.7926 3.5115 -0.16
O -0.084 -0.066 0.565 0.9131 -1.1787 -0.2418 -0.49
H -0.970 1.137 2.160 -0.1533 -0.2364 -1.2863 0.24
H -1.511 -0.567 2.116 0.4523 0.2233 -0.7110 0.21
H -2.360 -0.610 -1.713 -0.1236 -0.2371 1.3407 0.29
H -3.337 -0.166 -0.225 0.5198 -0.6584 -0.6323 0.30
H -2.492 -1.759 -0.279 0.3006 0.7661 -0.1031 0.34
H 3.629 1.154 0.394 0.1083 -0.5409 -0.2422 0.30
H 1.810 0.640 0.390 0.1178 -0.1548 0.0549 0.29
H 3.869 -0.317 -1.443 0.4242 -0.6562 -1.1119 0.28
H -1.437 1.115 -0.501 0.4112 0.4099 0.2417 0.31
H 2.027 -0.644 -1.319 1.5809 -0.1886 -0.6223 0.33
```
Forces are in eV/Å.

LUMO level in eV: -5.515
DFT total energy in Ha: -288.05564
Kohn-Sham gap in eV: 8.52
Total charge: +1
HOMO energy in eV: -14.033
Spin multiplicity: 1



# 2
Molecular formula: C19H27NO2
Method: DFT, ωB97M-V with the def2-TZVPD basis set

The geometry in XYZ format:
```
49
Properties=species:S:1:pos:R:3:forces:R:3:mulliken_charge:R:1
O -0.560 -1.512 -1.215 0.1195 -0.0799 -0.0405 -0.66
C -1.132 -1.133 -0.226 -0.2884 -0.0871 -0.3117 -0.24
O -0.770 -1.430 1.021 -0.1309 0.1040 0.2991 -0.29
C 0.453 -2.140 1.223 0.6501 -0.3398 0.0969 -0.65
C 1.393 -1.293 2.076 -0.3551 0.1878 -0.3771 -1.06
H 0.871 -0.968 2.977 0.0424 -0.0534 0.1234 0.49
C 1.874 -0.068 1.292 -0.0948 -0.2233 0.1823 0.00
N 2.610 -0.472 0.122 0.0602 0.2252 -0.0811 0.52
C 2.541 0.434 -1.009 -0.0563 0.0276 -0.2049 -0.36
C 3.678 -0.046 -1.901 -0.0756 0.1357 0.0951 -0.74
H 3.378 -0.964 -2.405 -0.0360 -0.0236 -0.0741 0.29
H 3.971 0.692 -2.645 -0.0024 -0.0079 -0.0696 0.40
C 4.779 -0.337 -0.883 -0.0593 -0.0449 -0.0085 -0.69
H 5.315 0.582 -0.643 0.0249 -0.0101 -0.0071 0.28
H 5.500 -1.069 -1.242 0.0749 0.0267 0.0204 0.33
C 4.005 -0.835 0.346 0.1478 -0.3299 0.1485 -0.69
H 4.397 -0.386 1.271 -0.0292 -0.0329 -0.0153 0.30
H 4.077 -1.924 0.444 0.1545 0.0532 0.1007 0.35
H 2.698 1.487 -0.713 -0.0020 -0.0081 -0.0263 0.29
H 1.562 0.348 -1.482 0.0036 0.0990 -0.0166 -0.07
H 2.473 0.579 1.960 -0.0585 0.0063 -0.1196 0.55
H 1.003 0.508 0.970 0.0045 0.0590 0.0354 -0.49
H 2.246 -1.907 2.364 0.0396 -0.0643 0.0839 0.42
H 0.202 -3.077 1.728 -0.0142 0.1035 -0.0892 0.33
H 0.912 -2.344 0.252 -0.0858 -0.0408 0.2006 0.42
C -2.323 -0.167 -0.237 0.1526 -0.0159 0.0405 3.02
C -1.633 1.155 0.024 -0.0400 0.2317 0.0465 -0.73
C -1.607 1.730 1.289 -0.0354 -0.0154 -0.0663 -0.30
C -0.919 2.910 1.512 0.0300 0.0621 0.0936 -0.87
C -0.234 3.526 0.480 0.0508 0.0648 0.0278 -0.44
C -0.239 2.952 -0.780 0.0472 0.0304 -0.0526 -0.74
C -0.929 1.775 -1.005 -0.0520 0.0235 0.0529 -0.11
H -0.910 1.323 -1.985 -0.0146 -0.0650 -0.1224 0.37
H 0.303 3.418 -1.590 0.0469 0.0430 -0.0694 0.42
H 0.306 4.445 0.658 0.0376 0.0759 0.0129 0.41
H -0.913 3.345 2.501 0.0005 0.0387 0.0779 0.40
H -2.120 1.254 2.111 -0.0823 -0.0787 0.0826 0.40
C -3.387 -0.575 0.790 0.0427 -0.1841 0.0224 -1.21
C -4.214 -1.607 0.033 -0.1163 0.1445 0.0253 -0.81
H -5.169 -1.816 0.513 0.0123 -0.0986 0.0338 0.49
C -4.375 -0.970 -1.346 -0.0251 -0.1146 -0.0078 -0.79
H -4.586 -1.708 -2.119 -0.0769 0.0282 -0.0496 0.35
H -5.202 -0.259 -1.324 -0.0454 -0.0188 -0.0162 0.33
C -3.051 -0.234 -1.597 0.0347 -0.0404 -0.1748 -1.12
H -3.231 0.767 -1.987 0.0658 -0.0009 -0.0060 0.34
H -2.428 -0.772 -2.312 -0.0264 0.1227 -0.0135 0.45
H -3.654 -2.541 -0.047 0.0070 -0.0969 0.0272 0.27
H -2.952 -0.971 1.705 -0.0492 0.1218 0.0643 0.40
H -4.009 0.290 1.030 0.0021 0.0600 0.0261 0.46
```
Forces are in eV/Å.

LUMO level in eV: 0.909
DFT total energy in Ha: -945.44653
Kohn-Sham gap in eV: 9.03
Total charge: 0
HOMO energy in eV: -8.124
Spin multiplicity: 1
Structure (SMILES): O=C(OCCCN1CCCC1)C1(c2ccccc2)CCCC1



# 3
Molecular formula: C25H27F9N2O4S
Method: DFT, ωB97M-V with the def2-TZVPD basis set

The geometry in XYZ format:
```
68
Properties=species:S:1:pos:R:3:forces:R:3:mulliken_charge:R:1
C 2.292 -2.963 2.248 0.6133 0.6550 -0.2546 -0.76
C 1.984 -3.228 0.636 0.9946 -1.1210 1.0120 -0.53
N 0.745 -2.512 0.137 1.5822 2.2013 0.4933 -0.33
C 0.970 -1.025 -0.054 -0.6006 3.5475 -0.1456 0.24
C 2.358 -0.208 0.258 -1.9517 1.7185 -0.9753 -0.07
C 2.552 1.422 0.041 -3.7382 -1.0270 -1.4597 0.23
C 3.977 2.184 0.403 -1.9568 -1.2503 0.6112 -0.66
C 4.145 2.027 2.058 0.3275 0.7912 -0.9228 -0.52
C 3.105 2.963 2.911 -0.3913 0.2076 1.8013 0.78
F 3.156 4.410 2.578 -0.3706 -4.6348 0.9471 -0.26
F 3.545 2.858 4.353 -1.5389 0.5345 -4.1984 -0.29
F 1.692 2.507 2.892 4.6442 1.7742 -0.0162 -0.23
C 1.287 2.301 -0.522 -0.5462 -4.3677 0.7176 -0.66
C -0.119 1.506 -0.816 1.6923 -2.6351 1.3603 0.10
C -0.339 -0.137 -0.590 3.6312 1.8226 0.7205 -0.13
N -1.689 -0.804 -0.875 0.0772 2.3514 2.6780 -0.28
C -2.831 -0.079 -0.195 -3.7549 2.3521 2.2233 0.34
C -3.974 -0.831 0.763 -0.1456 3.8750 -0.4421 -0.44
C -5.191 0.050 1.496 1.9864 2.0508 -2.0287 -0.38
C -5.371 1.686 1.288 3.9512 -2.4527 -2.2539 -0.40
C -4.254 2.427 0.340 0.2965 -3.6018 0.7931 -0.29
C -3.042 1.573 -0.358 -1.4548 -2.1174 1.8091 0.19
S -1.691 2.412 -1.418 0.2782 -1.8737 1.9111 -0.18
H 2.555 -3.958 2.816 -0.7951 1.9987 -1.1132 0.29
H 3.239 -2.259 2.360 -1.9556 -1.4406 -0.1715 0.25
H 1.393 -2.372 2.726 1.7432 -1.4188 -0.8054 0.25
H 1.876 -4.407 0.510 -0.1258 2.6210 0.0544 0.28
H 2.961 -2.938 0.025 -2.4596 -0.4137 1.0471 0.36
H -0.082 -2.694 0.766 1.3404 0.3946 -0.7816 0.20
H 3.324 -0.781 0.663 -2.5266 1.2733 -1.0565 0.22
H 4.828 1.598 -0.149 -1.4847 1.3632 1.2148 0.31
H 3.898 3.307 0.080 0.2918 -2.2913 0.6226 0.33
H 5.254 2.392 2.298 -2.6109 -0.8289 -0.0544 0.33
H 3.964 0.898 2.344 0.3584 2.5286 -0.3399 0.22
H 1.305 3.467 -0.733 0.0822 -2.8056 0.5928 0.19
H -1.722 -1.781 -0.509 0.3861 1.0572 -0.5779 0.37
H -3.934 -1.995 0.936 -0.0716 2.6189 -0.3742 0.17
H -5.980 -0.492 2.206 2.0452 1.1486 -1.8310 0.26
H -6.210 2.337 1.795 1.8732 -1.6888 -1.1097 0.28
H -4.306 3.606 0.181 0.2567 -2.9544 0.3022 0.25
C 0.207 -9.165 0.764 0.1334 0.3282 -0.2117 -1.10
C -0.961 -9.124 1.731 0.1477 -0.7803 -0.3942 -0.19
O -1.080 -7.824 2.329 -0.9096 1.7300 -0.4482 -0.30
C -1.699 -6.867 1.570 -0.1642 -2.6581 -2.0196 0.30
O -2.139 -7.066 0.440 0.9103 1.0346 2.7651 -0.52
C -1.799 -5.550 2.339 -0.1108 2.1366 1.3526 0.96
F -0.630 -5.210 2.955 -0.8063 -0.5977 -0.7252 -0.25
F -2.745 -5.600 3.321 0.7230 -0.3811 -1.0040 -0.27
F -2.130 -4.491 1.547 0.2988 -1.2570 0.3043 -0.24
H 1.130 -8.848 1.261 -0.1265 -0.1711 0.0310 0.30
H 0.347 -10.175 0.368 -0.0519 0.1184 0.1033 0.37
H 0.049 -8.483 -0.077 -0.0811 -0.1806 0.0889 0.31
H -0.785 -9.834 2.547 -0.0800 0.4358 0.0717 0.32
H -1.900 -9.418 1.247 0.1515 0.3070 0.0545 0.30
C -1.437 8.077 -3.183 -0.2225 -0.3429 0.0151 -1.09
C -0.114 8.220 -3.911 -0.4655 0.6934 0.0765 -0.20
O 0.586 6.966 -3.941 0.0361 -1.5111 -1.1555 -0.31
C 0.180 6.072 -4.894 -2.0097 2.4836 -0.6427 0.36
O -0.728 6.287 -5.695 2.3206 -0.9912 1.7579 -0.52
C 1.034 4.805 -4.845 1.2105 -2.3932 0.0333 0.86
F 1.212 4.339 -3.575 -0.3811 0.7295 -0.9029 -0.20
F 2.284 5.010 -5.352 -1.1088 0.3120 0.3259 -0.26
F 0.500 3.771 -5.555 0.1800 1.4589 0.6233 -0.24
H -1.283 7.661 -2.183 0.0582 0.1785 -0.0920 0.29
H -1.936 9.046 -3.092 0.1228 -0.0987 -0.0221 0.37
H -2.109 7.393 -3.712 0.1055 0.1873 -0.0182 0.32
H 0.525 8.927 -3.372 0.1290 -0.4125 -0.0898 0.31
H -0.249 8.615 -4.925 0.0182 -0.3204 0.1235 0.31
```
Forces are in eV/Å.

LUMO level in eV: 0.134
DFT total energy in Ha: -2675.63285
Kohn-Sham gap in eV: 7.67
Total charge: 0
HOMO energy in eV: -7.540
Spin multiplicity: 1
Structure (SMILES): CCNc1cc(CCC(F)(F)F)cc2c1Nc1ccccc1S2.CCOC(=O)C(F)(F)F.CCOC(=O)C(F)(F)F